Density functional theory data (ωB97M-V/def2-TZVPD) for a structure of composition C46H42MnN6O2PSTe at a distorted geometry.

Computed properties:
* HOMO level (spin up / spin down): -9.54 / -9.85 eV
* charge: +1
* <S²>: 8.76
* spin multiplicity: 6
* lowest unoccupied orbital energy (spin up / spin down): -0.126 / -0.126 Eh
* frontier orbital gap (spin up / spin down): 6.12 / 6.42 eV

XYZ file:
```
100
C46H42MnN6O2PSTe ωB97M-V/def2-TZVPD
Mn 0.01 0.59 0.67
O -2.18 0.58 4.17
C -1.72 0.59 3.02
N -0.51 0.89 2.61
C 0.54 1.20 3.54
C 1.90 1.23 2.81
C 2.99 1.78 3.43
C 4.27 2.16 2.89
C 4.66 2.21 1.60
C 3.76 1.82 0.49
N 1.83 0.70 1.56
C -2.66 0.25 1.85
C -3.97 -0.10 2.09
C -4.82 -0.29 1.01
C -4.32 -0.13 -0.28
C -2.97 0.17 -0.43
N -2.16 0.34 0.61
H 0.57 0.48 4.36
H 0.39 2.18 4.00
H 2.84 2.03 4.47
H 4.98 2.50 3.63
H 5.65 2.55 1.34
H 4.32 1.59 -0.42
H -4.30 -0.20 3.12
H -5.85 -0.56 1.16
H -4.94 -0.26 -1.15
H -2.52 0.25 -1.41
O 2.80 2.73 0.11
N 3.01 0.52 0.89
C 3.70 -0.57 0.87
C 3.38 -2.00 0.92
C 4.56 -2.75 1.06
C 4.57 -4.13 1.14
C 3.37 -4.81 1.08
C 2.19 -4.09 0.92
C 2.16 -2.71 0.82
P 0.47 -2.02 0.56
C -0.15 -2.81 -0.95
C 0.72 -3.33 -1.91
C 0.22 -3.82 -3.11
C -1.14 -3.79 -3.37
C -2.01 -3.27 -2.42
C -1.52 -2.79 -1.22
C -0.43 -2.77 1.95
C -0.12 -2.27 3.22
C -0.75 -2.78 4.35
C -1.67 -3.81 4.22
C -1.95 -4.34 2.96
C -1.33 -3.82 1.83
H 2.43 3.18 0.88
H 4.75 -0.37 0.65
H 5.50 -2.22 1.12
H 5.51 -4.66 1.26
H 3.34 -5.89 1.15
H 1.26 -4.63 0.86
H 1.78 -3.36 -1.73
H 0.90 -4.22 -3.85
H -1.53 -4.17 -4.30
H -3.08 -3.25 -2.61
H -2.21 -2.39 -0.48
H 0.61 -1.48 3.33
H -0.52 -2.38 5.32
H -2.16 -4.21 5.09
H -2.66 -5.15 2.86
H -1.55 -4.26 0.87
S -0.45 3.51 0.37
C -1.86 3.57 1.27
N -3.11 3.42 0.78
C -4.13 3.73 1.79
C -3.32 3.63 3.09
N -1.95 3.77 2.59
H -3.25 3.55 -0.21
H -4.94 3.00 1.75
H -4.54 4.73 1.64
H -3.44 2.66 3.58
H -3.57 4.42 3.79
H -1.13 3.67 3.17
Te 1.13 0.89 -2.17
C 1.04 2.84 -2.94
C -0.18 3.48 -3.14
C -0.22 4.73 -3.72
C 0.96 5.36 -4.10
C 2.18 4.73 -3.89
C 2.22 3.47 -3.32
C 0.22 -0.05 -3.83
C 1.03 -0.73 -4.73
C 0.48 -1.28 -5.88
C -0.88 -1.16 -6.13
C -1.69 -0.48 -5.23
C -1.14 0.07 -4.09
H -1.10 3.00 -2.82
H -1.17 5.22 -3.87
H 0.92 6.35 -4.55
H 3.10 5.22 -4.18
H 3.17 2.98 -3.16
H 2.09 -0.82 -4.54
H 1.12 -1.80 -6.58
H -1.30 -1.59 -7.03
H -2.75 -0.38 -5.43
H -1.78 0.63 -3.41
```

***

Density functional theory data (ωB97M-V/def2-TZVPD) for a cluster of 9 separate species, C46H43Cl4N7O14 in total at a distorted geometry.

Computed properties:
* HOMO level: -9.57 eV
* SMILES string: O=[N+]([O-])c1ccccc1.O=[N+]([O-])c1ccccc1.O=[N+]([O-])c1ccccc1.O=[N+]([O-])c1ccccc1.O=[N+]([O-])c1ccccc1.O=[N+]([O-])c1ccccc1.O=[N+]([O-])c1ccccc1.ClCCCl.ClCCCl
* energy above the lowest of the compared OMol25 structures with the same formula, charge and spin: 2.150 eV
* lowest unoccupied orbital energy: -0.040 Eh
* frontier orbital gap: 8.49 eV

XYZ file:
```
114
C46H43Cl4N7O14 ωB97M-V/def2-TZVPD
Cl -0.91 -0.48 -1.93
C -0.18 -0.32 -0.31
C 0.27 1.10 -0.15
Cl -1.10 2.25 -0.18
H 0.73 -0.92 -0.29
H -0.87 -0.67 0.44
H 0.99 1.43 -0.90
H 0.82 1.25 0.77
Cl 4.07 -5.05 2.21
C 3.78 -4.43 0.57
C 3.02 -3.10 0.66
Cl 2.94 -2.36 -0.98
H 3.16 -5.14 0.04
H 4.74 -4.27 0.11
H 3.54 -2.37 1.28
H 2.02 -3.23 1.07
C -0.69 6.07 2.74
C -0.49 5.15 1.72
C 0.32 5.50 0.66
C 0.93 6.73 0.65
C 0.92 7.56 1.74
C 0.05 7.26 2.78
N 1.68 7.12 -0.49
O 1.95 8.24 -0.57
O 2.09 6.28 -1.21
H -1.50 5.91 3.44
H -1.12 4.27 1.76
H 0.48 4.93 -0.25
H 1.44 8.51 1.69
H -0.14 7.99 3.56
C -0.86 4.08 -3.38
C -2.22 3.87 -3.18
C -3.11 3.82 -4.25
C -2.64 4.15 -5.49
C -1.31 4.40 -5.72
C -0.38 4.35 -4.67
N -3.55 4.06 -6.61
O -3.19 4.55 -7.65
O -4.64 3.55 -6.42
H -0.12 4.02 -2.58
H -2.51 3.64 -2.17
H -4.13 3.52 -4.07
H -0.92 4.55 -6.73
H 0.66 4.47 -4.93
C -4.99 -4.07 0.65
C -4.26 -4.97 1.38
C -2.91 -5.16 1.14
C -2.27 -4.35 0.21
C -2.99 -3.50 -0.58
C -4.36 -3.38 -0.40
N -0.86 -4.43 -0.07
O -0.42 -3.54 -0.78
O -0.22 -5.31 0.48
H -6.05 -3.93 0.84
H -4.62 -5.44 2.29
H -2.30 -5.81 1.75
H -2.48 -2.85 -1.29
H -4.97 -2.70 -0.99
C -4.17 -2.58 5.16
C -3.58 -1.68 4.24
C -2.39 -2.03 3.61
C -1.85 -3.30 3.77
C -2.45 -4.20 4.64
C -3.64 -3.85 5.29
N -0.52 -3.60 3.30
O 0.07 -2.79 2.60
O -0.05 -4.62 3.67
H -5.16 -2.28 5.50
H -4.06 -0.74 4.03
H -2.01 -1.33 2.86
H -2.03 -5.16 4.89
H -4.10 -4.63 5.88
C 4.75 1.98 -0.40
C 4.89 3.35 -0.65
C 4.36 3.89 -1.83
C 3.74 3.05 -2.73
C 3.60 1.71 -2.50
C 4.06 1.17 -1.30
N 3.33 3.61 -3.99
O 2.86 2.85 -4.81
O 3.50 4.74 -4.18
H 5.20 1.55 0.49
H 5.41 4.02 0.02
H 4.55 4.92 -2.08
H 3.04 1.15 -3.24
H 4.04 0.08 -1.23
C -0.13 -4.79 -4.97
C 0.89 -4.83 -5.89
C 1.84 -3.83 -5.91
C 1.75 -2.79 -5.03
C 0.76 -2.74 -4.08
C -0.23 -3.70 -4.12
N 2.74 -1.74 -5.10
O 3.74 -1.96 -5.66
O 2.51 -0.73 -4.55
H -0.96 -5.48 -5.04
H 0.92 -5.54 -6.71
H 2.58 -3.92 -6.70
H 0.79 -1.90 -3.40
H -1.00 -3.61 -3.37
C -1.27 -0.31 7.01
C -0.88 0.58 6.01
C 0.09 0.16 5.10
C 0.77 -1.01 5.31
C 0.48 -1.82 6.37
C -0.63 -1.53 7.15
N 1.87 -1.32 4.44
O 2.06 -0.63 3.51
O 2.49 -2.32 4.71
H -2.15 0.01 7.55
H -1.36 1.54 5.98
H 0.34 0.84 4.29
H 1.18 -2.59 6.67
H -0.88 -2.12 8.02
```